Version w
Computed, not measured: a single C9H8N2O2 molecule, with ωB97M-V/def2-TZVPD.

CARTESIAN COORDINATES (ANGSTROEM)
C -0.252 0.211 0.159
C -3.201 -0.915 -0.149
O -0.828 1.301 -0.402
C 3.287 -0.575 0.386
H 1.517 2.098 -0.471
N -0.907 -0.719 0.793
H 1.395 -1.675 0.979
H -2.460 -0.567 -2.108
H -2.356 2.757 -0.523
H 4.104 1.302 -0.597
N 1.170 0.152 0.192
H 4.156 -1.273 0.650
H -2.512 -1.628 1.635
C 1.957 -0.909 0.589
H -4.261 -1.030 0.240
C -1.916 1.865 0.160
C -3.090 -0.514 -1.350
C 3.340 0.696 -0.241
O -2.482 1.578 1.169
C 2.035 1.212 -0.232
C -2.076 -1.193 0.835

Properties
M in g mol⁻¹: 176.18
E_HOMO (spin up / spin down) in Ha: -0.3149 / -0.2604
LUMO level (spin up / spin down) in eV: -0.8791 / -0.2368
Orbital gap (spin up / spin down) in eV: 7.7 / 6.8

---

Version x
Computed, not measured: a single C9H8N2O2 molecule, with ωB97M-V/def2-TZVPD.

CARTESIAN COORDINATES (ANGSTROEM)
C -2.183 2.180 -1.661
C 0.524 -0.383 1.398
C -1.713 0.146 -2.894
O 2.494 0.316 3.735
H 3.337 -1.978 1.532
H -2.982 1.833 -3.534
H -1.783 -0.396 -3.815
H 1.936 -2.952 1.154
C -0.982 -0.376 -1.799
H -0.575 -1.350 -1.670
C -0.929 0.422 -0.623
C -0.175 -0.165 0.416
C 1.680 -1.416 2.465
C -2.419 1.403 -2.753
H 1.088 -1.582 3.276
N 2.429 -2.436 1.886
H -1.645 2.435 0.360
C -1.447 1.703 -0.575
H -2.760 3.088 -1.510
O 3.491 -0.168 1.889
N 2.613 -0.326 2.722

Properties
M in g mol⁻¹: 176.18
SMILES: N[C@H](C#Cc1ccccc1)[N+](=O)[O-]
E_HOMO in Ha: -0.3263
LUMO level in eV: -0.3252
Orbital gap in eV: 8.6

---

Of them, version w has the highest stability.